# 1
Here is a cluster of 2 separate species, CHN2O2P in total in a non-equilibrium geometry from OMol25. Energies are from ωB97M-V with the def2-TZVPD basis set.

Values from the calculation:
HOMO-LUMO gap (spin up / spin down): 7.627 / 9.699 eV
Charge: 0
Energy relative to the best compared isomer or geometry (same formula, charge and spin): 368.25 kJ/mol
LUMO level (spin up / spin down): -3.21 / -0.65 eV

Cartesian coordinates (Å):
1 P -2.113 0.135 -1.103
2 O -1.989 -0.625 1.354
3 O -2.989 -1.915 -0.087
4 N -2.355 -0.932 0.290
5 N -2.479 2.463 0.548
6 C -2.268 1.524 -0.051
7 H 0.036 1.383 0.957

---

# 2
Here is a structure of composition C38H39FI2N3O2PSn in a non-equilibrium geometry from OMol25. Energies are from ωB97M-V with the def2-TZVPD basis set.

Values from the calculation:
HOMO-LUMO gap (spin up / spin down): 4.091 / 3.931 eV
Charge: +2
Energy relative to the best compared isomer or geometry (same formula, charge and spin): 253.50 kJ/mol
LUMO level (spin up / spin down): -8.16 / -8.26 eV

Cartesian coordinates (Å):
1 I -2.217 -1.308 7.954
2 I -5.806 -1.249 3.236
3 Sn -1.036 -0.551 0.503
4 P -3.090 -1.102 -1.187
5 F -0.967 -2.583 0.791
6 O -3.875 3.912 2.219
7 O -2.857 -0.372 1.752
8 N -0.446 -0.139 2.787
9 N 2.569 -0.809 -0.239
10 N 2.101 1.959 -0.201
11 C 2.643 -2.581 1.991
12 C 2.248 -4.487 0.355
13 C -2.368 -0.972 5.877
14 C 0.230 5.040 -1.151
15 C 1.288 5.393 1.000
16 C 2.478 -2.199 -0.521
17 C -3.628 -1.132 5.292
18 C 1.945 -4.066 -2.031
19 C -3.030 0.051 -5.043
20 C -2.912 -1.079 -2.908
21 C 1.946 -1.773 -2.996
22 C -2.271 -2.152 -3.531
23 C 3.850 2.295 -1.974
24 C 1.041 0.076 4.703
25 C -3.699 -2.661 -0.526
26 C 4.877 -0.335 -1.111
27 C 0.092 2.800 -2.248
28 C -2.795 -0.542 3.065
29 C -1.272 -0.519 5.080
30 C -2.032 -2.120 -4.891
31 C 0.005 -0.113 5.588
32 C -3.311 0.003 -3.663
33 C 3.403 0.020 -0.796
34 C 2.075 3.473 2.297
35 C 0.821 -0.010 3.331
36 C -2.359 -0.988 -5.681
37 C -4.994 4.132 2.373
38 C 1.646 4.053 0.993
39 C 2.395 -3.115 0.589
40 C 3.013 1.466 -0.979
41 C 2.127 -2.701 -1.785
42 C 0.574 5.883 -0.082
43 C -1.490 -0.386 3.670
44 C 0.650 3.719 -1.197
45 C 1.604 3.244 -0.210
46 C -3.893 -0.875 3.946
47 C -4.399 0.122 -0.829
48 C 2.042 -4.979 -0.945
49 H 3.014 -3.395 2.599
50 H 3.372 3.242 -2.194
51 H -2.823 -3.336 -0.456
52 H -4.472 -1.418 5.914
53 H 0.178 -0.075 6.677
54 H 2.352 -5.200 1.190
55 H -5.321 -0.002 -1.336
56 H 2.417 -0.843 -2.736
57 H 2.008 0.319 5.064
58 H 2.364 -2.373 -3.798
59 H 1.718 -2.334 2.475
60 H 1.996 -6.030 -1.167
61 H 0.359 6.966 -0.128
62 H 4.975 -0.695 -2.149
63 H 5.509 0.546 -0.974
64 H 3.312 -1.729 2.018
65 H -4.637 0.155 0.216
66 H 1.694 -4.412 -3.074
67 H 0.915 -1.528 -3.270
68 H 0.180 1.773 -1.967
69 H -2.118 -1.043 -6.731
70 H -1.502 -2.959 -5.338
71 H 0.686 3.013 -3.151
72 H 2.295 4.225 3.025
73 H 2.962 2.809 2.169
74 H -1.900 -2.965 -2.932
75 H 4.846 2.419 -1.528
76 H 1.453 5.980 1.894
77 H -3.911 0.771 -3.174
78 H -4.496 -3.223 -1.054
79 H -3.379 0.896 -5.632
80 H 1.656 0.134 2.622
81 H -3.991 1.107 -1.107
82 H -0.459 5.373 -1.962
83 H 4.094 1.743 -2.880
84 H -3.986 -2.379 0.456
85 H -0.890 3.100 -2.509
86 H 1.383 2.764 2.728
87 H 5.229 -1.136 -0.469

---

# 3
Here is a structure of composition C4H6N in a non-equilibrium geometry from OMol25. Energies are from ωB97M-V with the def2-TZVPD basis set.

Values from the calculation:
HOMO-LUMO gap (spin up / spin down): 9.497 / 7.781 eV
Charge: +1
Energy relative to the best compared isomer or geometry (same formula, charge and spin): 785.22 kJ/mol
LUMO level (spin up / spin down): -5.60 / -6.76 eV

Cartesian coordinates (Å):
1 N -0.388 0.647 0.419
2 C -0.747 -0.839 0.601
3 C 0.574 -1.238 0.138
4 C -1.553 -0.020 -0.269
5 C 0.868 0.036 -0.005
6 H -2.510 0.356 0.189
7 H -1.629 -0.161 -1.257
8 H 3.022 1.309 -0.359
9 H 2.055 0.560 -0.185
10 H -0.674 1.526 1.016
11 H 0.980 -2.175 -0.287

---

# 4
Here is a structure of composition C7H16ClIN2O3PRe in a non-equilibrium geometry from OMol25. Energies are from ωB97M-V with the def2-TZVPD basis set.

Values from the calculation:
HOMO-LUMO gap (spin up / spin down): 4.350 / 4.731 eV
Charge: +3
2S+1: 4
LUMO level (spin up / spin down): -15.75 / -15.36 eV

Cartesian coordinates (Å):
1 Re -0.011 -1.390 0.160
2 I 2.036 -2.236 1.587
3 Cl -0.638 0.040 2.046
4 P -2.145 -0.809 -0.559
5 O 0.845 -1.143 -2.846
6 O -0.272 -3.429 -1.888
7 O 1.419 0.446 0.105
8 N 3.347 1.602 0.478
9 N 1.370 2.418 1.313
10 C -2.448 0.069 -2.147
11 C -3.289 0.210 0.485
12 C -3.221 -2.281 -0.820
13 C -0.668 -4.558 0.068
14 C -0.404 -3.266 -0.668
15 C 0.496 -1.283 -1.751
16 C 2.009 1.434 0.625
17 H -0.699 -5.404 -0.632
18 H 1.917 3.108 1.815
19 H -3.484 -0.104 -2.472
20 H -3.310 -2.848 0.113
21 H -2.304 1.150 -2.006
22 H 0.150 -4.798 0.744
23 H -2.788 -2.906 -1.611
24 H 0.432 2.235 1.638
25 H -3.282 -0.160 1.519
26 H 3.806 2.376 0.939
27 H 3.880 0.896 0.021
28 H -4.318 0.149 0.101
29 H -1.593 -4.592 0.635
30 H -4.210 -1.933 -1.134
31 H -1.782 -0.303 -2.934
32 H -2.960 1.258 0.470

---

# 5
Here is a cluster of 2 separate species, C5H10O in total from OMol25. Energies are from ωB97M-V with the def2-TZVPD basis set.

Values from the calculation:
HOMO-LUMO gap: 9.812 eV
Charge: 0
SMILES: C=C(C)O.C=C
Energy relative to the best compared isomer or geometry (same formula, charge and spin): 171.44 kJ/mol
LUMO level: 0.92 eV

Cartesian coordinates (Å):
1 O -1.778 -0.144 0.821
2 C -0.906 1.226 -0.831
3 C 2.423 0.488 1.116
4 C -1.176 -0.177 -0.406
5 C -1.019 -1.280 -1.133
6 C 1.453 -0.395 0.937
7 H -1.345 -2.252 -0.770
8 H 3.261 0.516 0.426
9 H 2.441 1.153 1.976
10 H 1.510 -1.108 0.121
11 H -1.922 1.617 -0.920
12 H -0.601 -1.214 -2.129
13 H -2.122 -1.024 1.015
14 H -0.397 1.336 -1.790
15 H -0.347 1.775 -0.064
16 H 0.578 -0.428 1.584

---

# 6
Here is a cluster of 2 separate species, C4H5N2S in total in a non-equilibrium geometry from OMol25. Energies are from ωB97M-V with the def2-TZVPD basis set.

Values from the calculation:
HOMO-LUMO gap (spin up / spin down): 4.109 / 6.747 eV
Charge: +1
Energy relative to the best compared isomer or geometry (same formula, charge and spin): 195.70 kJ/mol
2S+1: 3
LUMO level (spin up / spin down): -7.44 / -7.32 eV

Cartesian coordinates (Å):
1 S 4.841 -0.054 -0.836
2 N 1.583 -0.375 1.311
3 N 2.523 -0.320 0.702
4 C -1.029 1.385 0.677
5 C -1.575 0.611 -0.165
6 C 3.478 -0.107 -0.035
7 C -1.759 -0.819 -0.457
8 H -0.777 -1.037 -1.017
9 H -1.851 1.180 -1.099
10 H -0.744 2.058 1.491
11 H -2.765 -1.055 -1.012
12 H -1.925 -1.466 0.440

---

# 7
Here is a cluster of 2 separate species, CH6OS2 in total in a non-equilibrium geometry from OMol25. Energies are from ωB97M-V with the def2-TZVPD basis set.

Values from the calculation:
HOMO-LUMO gap: 9.210 eV
Charge: 0
SMILES: CO.SS
Energy relative to the best compared isomer or geometry (same formula, charge and spin): 64.90 kJ/mol
LUMO level: 0.55 eV

Cartesian coordinates (Å):
1 S -0.338 -1.336 -1.608
2 S -0.333 -3.355 -1.106
3 O 0.360 0.545 1.009
4 C -0.256 1.802 0.800
5 H 0.326 -0.981 -0.458
6 H 1.208 0.611 1.453
7 H 0.282 -3.720 -2.253
8 H -1.180 1.630 0.235
9 H -0.468 2.332 1.748
10 H 0.399 2.473 0.179

---

# 8
Here is a cluster of 2 separate species, C5H9IN2 in total in a non-equilibrium geometry from OMol25. Energies are from ωB97M-V with the def2-TZVPD basis set.

Values from the calculation:
HOMO-LUMO gap (spin up / spin down): 7.764 / 7.763 eV
Charge: 0
Energy relative to the best compared isomer or geometry (same formula, charge and spin): 205.45 kJ/mol
LUMO level (spin up / spin down): 0.02 / 0.02 eV

Cartesian coordinates (Å):
1 I -3.299 0.336 0.001
2 N 0.165 1.731 0.452
3 N 0.232 -1.855 1.228
4 C 0.283 1.281 -0.880
5 C -1.737 -0.530 1.151
6 C -0.533 1.392 1.366
7 C -0.803 -1.467 0.587
8 C -1.164 -2.119 -0.774
9 H -2.248 -2.418 -0.586
10 H -0.679 1.059 -1.419
11 H -0.998 -1.264 -1.529
12 H 0.844 0.280 -0.766
13 H -1.880 -0.534 2.240
14 H 0.376 -1.257 2.022
15 H -0.619 1.675 2.427
16 H -0.596 -2.934 -1.028
17 H 0.864 2.004 -1.504

---

# 9
Here is a cluster of 4 separate species, C5H18O3 in total in a non-equilibrium geometry from OMol25. Energies are from ωB97M-V with the def2-TZVPD basis set.

Values from the calculation:
HOMO-LUMO gap: 10.921 eV
Charge: 0
SMILES: CCCCC.O.O.O
Energy relative to the best compared isomer or geometry (same formula, charge and spin): 134.17 kJ/mol
LUMO level: 0.55 eV

Cartesian coordinates (Å):
1 O 1.662 -1.718 2.372
2 O 1.226 2.906 -0.258
3 O -2.155 2.716 1.237
4 C 0.537 -0.996 -2.939
5 C -0.667 0.137 1.707
6 C -1.170 -0.676 0.528
7 C 0.241 -0.286 -1.626
8 C -0.052 -1.252 -0.454
9 H -1.656 -0.074 -0.241
10 H -0.668 0.290 -1.813
11 H 0.146 -0.472 -3.803
12 H 1.002 0.331 -1.168
13 H 1.422 2.122 0.253
14 H 1.011 -2.318 2.740
15 H -1.791 -1.526 0.790
16 H -0.139 1.030 1.357
17 H -1.234 2.682 0.962
18 H 0.132 -0.354 2.274
19 H -0.004 -1.952 -2.984
20 H 2.508 -1.630 2.806
21 H 0.862 -1.397 0.111
22 H -2.636 2.251 0.544
23 H -0.480 -2.201 -0.783
24 H -1.551 0.420 2.270
25 H 1.889 3.306 -0.817
26 H 1.566 -1.338 -3.066

---

# 10
Here is a cluster of 6 separate species, H11O5S in total in a non-equilibrium geometry from OMol25. Energies are from ωB97M-V with the def2-TZVPD basis set.

Values from the calculation:
HOMO-LUMO gap: 7.335 eV
Charge: -1
Energy relative to the best compared isomer or geometry (same formula, charge and spin): 129.55 kJ/mol
LUMO level: 3.40 eV

Cartesian coordinates (Å):
1 S -2.129 -1.138 -0.896
2 O 0.936 -0.692 -1.543
3 O -1.007 2.510 -1.003
4 O 0.586 -2.541 0.724
5 O 1.004 2.157 2.945
6 O 2.332 0.518 0.792
7 H -1.130 1.874 -1.739
8 H 0.682 -0.686 -2.494
9 H 1.947 2.129 2.726
10 H 1.830 0.215 0.010
11 H -2.546 -0.566 -2.062
12 H 2.994 1.050 0.355
13 H -0.017 -0.711 -1.213
14 H -1.522 2.248 -0.217
15 H 0.497 -1.646 1.001
16 H -0.309 -2.687 0.367
17 H 0.764 1.331 2.540

---

# 11
Here is a cluster of 3 separate species, C2H6ClN3O2 in total in a non-equilibrium geometry from OMol25. Energies are from ωB97M-V with the def2-TZVPD basis set.

Values from the calculation:
HOMO-LUMO gap: 9.359 eV
Charge: 0
Energy relative to the best compared isomer or geometry (same formula, charge and spin): 0.00 kJ/mol
LUMO level: 0.23 eV

Cartesian coordinates (Å):
1 Cl 0.778 2.242 0.453
2 O 2.110 2.439 -2.197
3 O 2.378 0.404 -1.155
4 N -1.360 0.306 -0.035
5 N 0.240 -0.568 1.343
6 N -1.190 -1.955 0.307
7 C 2.283 1.450 -1.619
8 C -0.762 -0.698 0.559
9 H -1.677 -1.974 -0.560
10 H -0.748 1.198 0.168
11 H -1.352 -2.703 0.951
12 H 0.516 0.455 1.410
13 H 1.068 -0.917 0.872
14 H -2.284 0.322 -0.497

---

# 12
Here is a structure of composition C18H24BrClInN2O4 in a non-equilibrium geometry from OMol25. Energies are from ωB97M-V with the def2-TZVPD basis set.

Values from the calculation:
HOMO-LUMO gap: 5.746 eV
Charge: -1
LUMO level: 1.01 eV

Cartesian coordinates (Å):
1 In 3.788 -0.166 2.135
2 Br 3.668 -3.022 4.251
3 Cl 2.533 -1.451 -2.778
4 O -1.821 2.920 4.286
5 O -2.673 -0.152 -6.602
6 O -2.276 1.104 -8.357
7 O -1.277 1.539 2.669
8 N -1.922 0.525 -7.319
9 N -2.023 1.918 3.585
10 C -3.473 -0.041 3.116
11 C 2.296 1.002 0.853
12 C 0.357 1.442 -7.669
13 C -4.108 1.523 4.871
14 C 1.268 -1.466 3.539
15 C -0.519 0.655 -6.908
16 C 2.133 0.938 -6.106
17 C 3.109 -0.773 -1.109
18 C 2.383 0.666 -0.749
19 C -0.070 0.001 -5.753
20 C -5.483 -0.413 4.410
21 C 2.634 -2.045 2.825
22 C 0.083 -2.577 3.757
23 C 1.261 0.146 -5.356
24 C -5.239 0.750 5.142
25 C 1.684 1.582 -7.260
26 C -3.225 1.121 3.859
27 C -4.606 -0.807 3.398
28 H 5.252 -0.656 1.208
29 H 1.619 -0.356 -4.460
30 H -0.284 -3.069 2.759
31 H 2.370 2.196 -7.840
32 H -0.737 -0.617 -5.157
33 H -3.930 2.426 5.452
34 H -5.928 1.052 5.927
35 H 2.824 -1.614 -0.333
36 H 3.167 1.054 -5.788
37 H -0.848 -1.987 4.213
38 H 4.279 -0.541 -1.126
39 H 4.261 0.833 3.570
40 H 0.023 1.951 -8.571
41 H 1.298 0.689 -1.233
42 H 0.453 -3.359 4.548
43 H 1.188 0.897 1.250
44 H -2.800 -0.361 2.324
45 H 2.404 -2.748 1.889
46 H -4.803 -1.714 2.831
47 H -6.361 -1.017 4.630
48 H 2.988 1.524 -1.300
49 H 2.585 2.140 0.982
50 H 0.897 -0.555 2.876
51 H 1.598 -1.086 4.616